1.
A structure of composition C6H9NO2 in a non-equilibrium geometry. Source: the Open Molecules 2025 dataset; level of theory: the ωB97M-V functional and the def2-TZVPD basis.

Results
- Kohn-Sham gap (eV) = 9.2

Structure (ORCA input):
```
! wB97M-V def2-TZVPD RIJCOSX def2/J DEFGRID3
* xyz 0 1
C 1.8685 -0.9924 -0.0690
C 2.2700 0.3177 0.0451
C 0.5363 -1.3285 0.0556
C 0.5180 1.1802 0.2126
C -1.4069 -0.0433 1.1101
C -0.9866 0.1850 -1.2933
N -0.3741 0.0558 0.0141
O 3.2292 0.9788 -0.0093
O -0.1679 -2.2953 -0.0061
H 2.4213 -1.8700 0.1616
H 0.3746 1.4824 1.2066
H 0.2996 1.8925 -0.5441
H -1.9733 0.8396 0.9024
H -1.9836 -1.0488 0.9736
H -1.0797 -0.0579 2.1188
H -1.5880 1.1751 -1.5053
H -0.2460 0.1504 -1.9989
H -1.7114 -0.6212 -1.3746
*
```

=====

2.
An isolated molecule of C29H38N4O4S. Source: the Open Molecules 2025 dataset; level of theory: the ωB97M-V functional and the def2-TZVPD basis.

Results
- Kohn-Sham gap (eV) = 7.7

Structure (ORCA input):
```
! wB97M-V def2-TZVPD RIJCOSX def2/J DEFGRID3
* xyz 0 1
C 1.9195 6.5423 1.7390
O 1.5700 5.6344 2.7552
C 1.0812 4.4205 2.3933
C 0.9101 3.9779 1.1049
C 0.4022 2.6946 0.8421
C 0.2285 2.1840 -0.4712
C -0.2569 0.9393 -0.7039
C -0.4255 0.3897 -2.0968
N 0.7185 -0.3797 -2.5531
C 1.8317 0.3493 -3.1241
C 3.1640 0.0731 -2.4073
C 3.1432 0.4421 -0.9548
C 2.6340 -0.4389 -0.0090
C 2.6424 -0.1032 1.3324
C 3.1669 1.1079 1.7470
C 3.6799 2.0041 0.8191
C 4.3019 3.2929 1.2662
C 3.6497 1.6613 -0.5251
C 0.6597 -1.7329 -2.7103
S 1.6847 -2.5278 -3.7508
N -0.2749 -2.3989 -2.0130
C -0.4047 -3.8347 -2.0903
C -1.6937 -4.2710 -1.4081
C -2.9242 -3.7411 -2.1612
N -4.2139 -3.9914 -1.5552
C -4.5943 -5.3879 -1.4691
C -6.0752 -5.4547 -1.0889
O -6.3214 -4.8043 0.1365
C -5.9069 -3.4585 0.0770
C -4.4210 -3.3519 -0.2699
C -0.6367 0.0878 0.4082
O -1.1159 -1.0398 0.3065
N -0.4585 0.6296 1.6539
C 0.0523 1.8687 1.9196
C 0.2218 2.3120 3.2339
C 0.7362 3.5667 3.4837
O 0.9569 4.0900 4.7089
C 0.6498 3.3143 5.8426
H 2.2716 7.4350 2.2528
H 2.7214 6.1484 1.1069
H 1.0568 6.7990 1.1159
H 1.1713 4.5997 0.2646
H 0.4942 2.8237 -1.3014
H -0.5771 1.2220 -2.7938
H -1.3129 -0.2472 -2.1298
H 1.6023 1.4141 -3.0692
H 1.9487 0.0614 -4.1760
H 3.9394 0.6392 -2.9261
H 3.3866 -0.9895 -2.5147
H 2.2470 -1.3963 -0.3245
H 2.2540 -0.7998 2.0620
H 3.1888 1.3589 2.7980
H 4.2611 4.0389 0.4753
H 5.3509 3.1281 1.5155
H 3.8043 3.6803 2.1524
H 4.0539 2.3505 -1.2549
H -0.6620 -1.9706 -1.1708
H 0.4593 -4.3223 -1.6164
H -0.4039 -4.1242 -3.1458
H -1.6969 -3.8846 -0.3872
H -1.7218 -5.3608 -1.3685
H -2.8306 -2.6571 -2.2701
H -2.9463 -4.1788 -3.1639
H -4.4431 -5.8608 -2.4414
H -4.0097 -5.9349 -0.7091
H -6.3980 -6.4888 -0.9559
H -6.6701 -4.9831 -1.8857
H -6.1108 -3.0331 1.0613
H -6.4933 -2.9226 -0.6846
H -4.1264 -2.3033 -0.3385
H -3.8391 -3.8320 0.5351
H -0.7174 0.0330 2.4314
H -0.0498 1.6525 4.0428
H 1.2368 2.3907 5.8683
H 0.9127 3.9316 6.6996
H -0.4164 3.0705 5.8856
*
```

=====

3.
A structure of composition C2H2Cl3P in a non-equilibrium geometry. Source: the Open Molecules 2025 dataset; level of theory: the ωB97M-V functional and the def2-TZVPD basis.

Results
- Kohn-Sham gap (spin up / spin down) (eV) = 8.3 / 7.7

Structure (ORCA input):
```
! wB97M-V def2-TZVPD RIJCOSX def2/J DEFGRID3
* xyz 0 1
C -0.0109 0.6209 0.2571
C 1.4658 -0.5512 -0.1662
P -1.5493 -0.1863 0.6874
Cl 2.9553 0.2160 -0.1707
Cl -1.6268 -1.4734 -0.8067
Cl -2.8177 1.3030 0.1579
H 0.3064 1.2709 0.9303
H 1.2772 -1.1998 -0.8892
*
```

=====

4.
An isolated molecule of C21H29NO. Source: the Open Molecules 2025 dataset; level of theory: the ωB97M-V functional and the def2-TZVPD basis.

Results
- Kohn-Sham gap (eV) = 8.7

Structure (ORCA input):
```
! wB97M-V def2-TZVPD RIJCOSX def2/J DEFGRID3
* xyz 0 1
C -4.8771 -0.6416 -0.2808
C -3.5784 -1.1393 0.3430
C -3.2464 -0.4380 1.6611
C -2.6515 0.9559 1.4487
N -1.3050 0.8947 0.8990
C -1.0166 1.9919 -0.0136
C -1.4967 1.6774 -1.4308
C -0.6656 0.5666 -2.0672
C -1.2163 0.1488 -3.4244
C -0.2982 0.7637 1.9447
C 1.0153 0.3219 1.3658
C 2.0946 1.1657 1.2716
C 3.3138 0.7687 0.6811
C 4.4144 1.6464 0.5916
C 5.5851 1.2465 0.0104
C 5.7129 -0.0506 -0.5104
C 4.6677 -0.9292 -0.4421
C 3.4488 -0.5449 0.1521
C 2.3339 -1.3938 0.2688
C 1.1679 -0.9781 0.8579
C 0.1992 -2.1176 0.8648
O 0.8311 -3.1653 0.1399
C 2.1753 -2.8192 -0.1623
H -5.7162 -0.8212 0.3886
H -4.8315 0.4250 -0.4883
H -5.0704 -1.1602 -1.2172
H -3.6649 -2.2136 0.5203
H -2.7548 -0.9781 -0.3532
H -2.5351 -1.0461 2.2224
H -4.1526 -0.3467 2.2640
H -3.2852 1.5042 0.7505
H -2.6618 1.5099 2.4035
H 0.0650 2.1376 -0.0473
H -1.4705 2.9347 0.3371
H -2.5443 1.3733 -1.4052
H -1.4267 2.5830 -2.0379
H -0.6542 -0.2911 -1.3945
H 0.3668 0.9074 -2.1785
H -2.2357 -0.2190 -3.3259
H -1.2231 0.9926 -4.1118
H -0.6076 -0.6415 -3.8573
H -0.6483 0.0070 2.6517
H -0.1629 1.7112 2.4984
H 2.0241 2.1721 1.6624
H 4.3147 2.6452 0.9926
H 6.4220 1.9266 -0.0525
H 6.6460 -0.3485 -0.9657
H 4.7608 -1.9287 -0.8404
H -0.7513 -1.8702 0.3822
H -0.0130 -2.4538 1.8920
H 2.3395 -2.9550 -1.2390
H 2.8627 -3.4867 0.3798
*
```

=====

5.
A cluster of 3 separate species, C4H15N2O2 in total in a non-equilibrium geometry. Source: the Open Molecules 2025 dataset; level of theory: the ωB97M-V functional and the def2-TZVPD basis.

Results
- Kohn-Sham gap (eV) = 5.8

Structure (ORCA input):
```
! wB97M-V def2-TZVPD RIJCOSX def2/J DEFGRID3
* xyz 1 1
C 0.2156 1.3541 -0.4241
C 0.0584 0.6218 -1.7886
C 0.1193 -0.8783 -1.6596
C -0.8209 -1.5481 -0.6879
N -0.2730 -1.5488 0.6190
N -0.9306 1.0379 0.4082
H 1.1430 1.0117 0.0409
H 0.1525 2.4037 -0.7048
H 0.8455 0.9096 -2.4882
H -0.8543 1.0319 -2.2286
H 1.1513 -1.1847 -1.4815
H -0.1311 -1.3380 -2.6300
H -0.9468 -2.6220 -0.8981
H -1.8525 -1.1608 -0.8116
H -0.7987 0.0773 0.7829
H -0.7552 -2.2520 1.1822
H -1.1014 1.7277 1.1383
H 2.7344 -2.7145 0.9869
H 1.4321 -2.0682 0.4985
O 2.3093 -2.3849 0.1995
H -0.0404 2.8642 3.8499
H -1.1455 3.6893 3.0766
O -0.5109 2.9713 3.0202
*
```

=====

6.
An isolated molecule of C10H20N6O4 in a non-equilibrium geometry. Source: the Open Molecules 2025 dataset; level of theory: the ωB97M-V functional and the def2-TZVPD basis.

Results
- Kohn-Sham gap (eV) = 8.2

Structure (ORCA input):
```
! wB97M-V def2-TZVPD RIJCOSX def2/J DEFGRID3
* xyz 0 1
H -4.0231 -3.0750 4.4938
N -3.6114 -3.8018 3.7134
C -2.5837 -3.2454 3.1186
N -1.9410 -3.6703 2.0034
N -2.0063 -2.2492 3.8590
C -1.0646 -1.3723 3.1472
C -1.8821 -0.3655 2.3688
C -0.9801 0.6154 1.5251
C -1.0106 0.0151 0.0397
N -0.8309 -1.4313 -0.0739
C -0.2555 0.7553 -1.0766
O -0.6361 0.4264 -2.2072
N 0.5108 1.7900 -0.8387
C 1.6259 2.2273 -1.6948
C 2.4015 1.0038 -2.2068
C 2.8408 0.1719 -1.0505
N 4.1939 0.4306 -0.6502
O 1.9933 -0.5195 -0.4850
C 1.2233 3.0153 -2.9500
O 1.9946 3.9330 -3.3207
O 0.1224 2.6852 -3.6420
H -1.7385 -2.7865 1.3929
H -2.5324 -4.2835 1.4664
H -2.7297 -1.5924 4.4715
H -0.3965 -0.8046 3.7904
H -0.5368 -1.9495 2.4833
H -2.6536 0.2703 3.0200
H -2.5658 -0.9479 1.5456
H 0.0544 0.4263 1.9079
H -1.2021 1.7314 1.5777
H -2.0210 0.0990 -0.3332
H -0.8041 -1.5490 -1.0920
H 0.2023 -1.4971 0.1741
H 0.9090 1.9005 0.0542
H 2.2617 3.0564 -1.2684
H 3.2461 1.2283 -2.8608
H 1.5971 0.4285 -2.8089
H 4.8401 0.8539 -1.2980
H 4.4569 -0.0547 0.2718
H -0.2537 1.9435 -3.1637
*
```

=====

7.
A cluster of 3 separate species, CHClO3S in total in a non-equilibrium geometry. Source: the Open Molecules 2025 dataset; level of theory: the ωB97M-V functional and the def2-TZVPD basis.

Results
- Kohn-Sham gap (spin up / spin down) (eV) = 8.9 / 7.6

Structure (ORCA input):
```
! wB97M-V def2-TZVPD RIJCOSX def2/J DEFGRID3
* xyz 0 1
C 0.6963 -0.2243 0.3831
O 0.1062 -0.9584 1.0897
O -0.8473 1.0037 -0.2906
O 1.4853 0.3810 -0.1811
S -2.1680 0.5960 0.3098
Cl 3.4887 -0.6787 -0.5244
H -2.7613 -0.1193 -0.7863
*
```

=====

Question: What is the formula in the fourth record?
Answer: C21H29NO